{"formula": "C23H27N3O4", "method": "the ωB97M-V functional and the def2-TZVPD basis", "elements": ["N", "O", "O", "C", "O", "C", "C", "C", "C", "C", "C", "C", "N", "C", "C", "C", "C", "C", "C", "C", "C", "C", "O", "N", "C", "C", "C", "C", "C", "C", "H", "H", "H", "H", "H", "H", "H", "H", "H", "H", "H", "H", "H", "H", "H", "H", "H", "H", "H", "H", "H", "H", "H", "H", "H", "H", "H"], "positions_angstrom": [[2.322816, -2.352786, 1.761933], [2.504473, -2.144414, 0.554683], [3.113074, -2.990354, 2.468718], [2.625568, 2.562836, 7.347461], [2.812145, 1.161932, 7.103416], [2.398423, 0.708391, 5.895728], [2.659557, -0.649920, 5.582637], [2.235216, -1.155573, 4.371749], [1.499215, -0.398028, 3.437415], [0.870649, -1.053939, 2.281818], [0.351310, -0.239003, 1.223127], [-0.069082, -0.779298, 0.034742], [-0.823169, -0.123817, -0.888783], [-1.305309, -0.751973, -2.113397], [-0.166530, -1.282887, -2.980198], [-0.661073, -1.884704, -4.283479], [-0.203158, -1.374297, -5.504284], [-0.760506, -1.832833, -6.700743], [-1.748247, -2.824370, -6.678915], [-2.158287, -3.374287, -5.461307], [-1.607361, -2.914463, -4.261394], [-2.082912, 0.398255, -2.773744], [-2.717272, 0.359410, -3.827955], [-1.928795, 1.497355, -1.968565], [-2.517892, 2.770312, -2.309141], [-1.160409, 1.302172, -0.750959], [-2.055308, 1.548075, 0.474460], [0.100532, 2.187617, -0.788966], [1.412477, 0.999968, 3.692499], [1.729983, 1.511757, 4.948694], [3.088387, 2.709688, 8.320497], [3.124415, 3.173778, 6.578930], [1.555949, 2.818884, 7.380195], [3.198515, -1.277979, 6.294257], [2.523502, -2.185026, 4.181741], [0.442914, -2.084166, 2.410327], [0.301371, 0.846513, 1.344379], [0.220209, -1.790956, -0.243214], [-2.018264, -1.569248, -1.894879], [0.525172, -0.449825, -3.205751], [0.395418, -2.040510, -2.405707], [0.561020, -0.587895, -5.486105], [-0.416561, -1.402443, -7.640384], [-2.194986, -3.162549, -7.612144], [-2.913329, -4.155905, -5.430289], [-1.922857, -3.316098, -3.294072], [-3.001967, 2.668723, -3.283705], [-3.255736, 3.066452, -1.549748], [-1.745590, 3.550400, -2.355391], [-3.035129, 1.081436, 0.294671], [-1.647566, 1.115030, 1.389062], [-2.171477, 2.629626, 0.612303], [0.587336, 2.086648, -1.772524], [-0.207366, 3.229448, -0.632106], [0.835437, 1.917158, -0.026605], [1.023457, 1.704145, 2.948005], [1.477596, 2.543536, 5.191009]], "forces_ev_per_a": [[1.992, 1.405, -1.606], [0.164, -1.138, 1.046], [-1.209, 0.290, -1.257], [0.082, -0.428, 0.063], [-0.227, 0.425, -0.287], [-0.369, -0.553, -0.589], [-0.001, 1.201, 0.108], [-0.369, -0.278, 0.750], [0.481, 0.778, 0.676], [0.055, -1.599, 0.330], [0.314, -0.463, -0.442], [-0.733, 0.523, -0.055], [0.846, -0.328, 0.656], [-0.363, 0.146, -0.048], [0.414, -0.110, -0.456], [0.087, 0.036, 0.003], [-0.407, -0.141, 0.196], [0.078, -0.093, 0.287], [0.195, 0.175, 0.174], [0.221, 0.137, 0.224], [0.102, 0.275, -0.409], [-0.389, 0.166, -0.678], [0.901, 0.022, 1.503], [-0.259, -0.300, -0.693], [-0.009, 0.269, 0.215], [0.037, -0.349, -0.186], [-0.169, 0.093, -0.135], [-0.104, 0.086, -0.172], [-0.651, -0.886, 0.018], [0.685, -0.140, 0.221], [-0.108, 0.260, -0.064], [-0.078, -0.205, 0.254], [0.283, -0.059, 0.074], [-0.119, 0.273, -0.229], [-0.544, 0.236, -0.115], [-0.290, 1.794, 0.431], [0.221, -0.868, 0.237], [-0.350, 0.033, 0.288], [0.243, 0.351, 0.003], [-0.210, -0.357, 0.177], [-0.149, 0.311, -0.156], [-0.352, -0.303, -0.159], [-0.150, -0.171, 0.151], [0.096, 0.038, 0.213], [0.117, 0.122, -0.099], [-0.011, -0.002, -0.414], [0.086, 0.011, 0.218], [0.076, -0.042, -0.267], [-0.196, -0.155, -0.095], [0.252, 0.224, 0.051], [-0.055, 0.163, -0.190], [-0.134, -0.234, 0.074], [-0.216, 0.077, 0.336], [0.237, -0.182, -0.077], [-0.203, 0.153, -0.218], [-0.098, -0.430, 0.392], [0.255, -0.257, -0.272]], "molar_mass_g_mol": 409.49, "spin_multiplicity": 1}

=====

{"formula": "C23H27N3O5S", "method": "the ωB97M-V functional and the def2-TZVPD basis", "elements": ["C", "C", "C", "C", "C", "C", "C", "H", "H", "C", "H", "H", "H", "C", "O", "O", "C", "H", "H", "C", "O", "N", "C", "C", "C", "C", "C", "C", "H", "H", "H", "S", "O", "O", "N", "C", "N", "C", "C", "C", "C", "H", "C", "H", "H", "H", "H", "H", "H", "H", "H", "H", "H", "H", "H", "H", "H", "H", "H"], "positions_angstrom": [[3.225649, -1.382680, -0.212464], [2.962443, 0.082176, -0.070596], [2.325823, 0.577521, 1.055301], [1.997126, 1.928472, 1.187531], [2.357458, 2.833622, 0.176461], [3.032671, 2.333465, -0.929911], [3.317270, 0.987623, -1.064347], [3.824257, 0.635226, -1.951020], [3.331327, 3.017143, -1.711863], [2.041514, 4.291079, 0.258718], [0.966327, 4.446078, 0.182754], [2.535401, 4.834985, -0.542986], [2.352790, 4.704203, 1.215704], [1.182798, 2.363537, 2.341413], [0.516332, 3.364987, 2.407205], [1.209992, 1.447510, 3.348882], [0.225565, 1.549545, 4.362763], [0.714757, 1.422740, 5.331582], [-0.248488, 2.537810, 4.328237], [-0.863561, 0.473977, 4.208180], [-1.781619, 0.377656, 4.986895], [-0.645080, -0.310243, 3.124573], [-1.382044, -1.356619, 2.584813], [-0.886665, -1.923428, 1.412014], [-1.582253, -2.942284, 0.808707], [-2.753622, -3.443041, 1.340703], [-3.234082, -2.886688, 2.517684], [-2.563108, -1.845780, 3.138380], [-2.942640, -1.403999, 4.045861], [-4.146038, -3.262855, 2.955245], [-3.259856, -4.253073, 0.841743], [-0.946855, -3.548514, -0.738746], [0.437795, -3.209254, -0.877872], [-1.336714, -4.909966, -0.955959], [-1.858708, -2.688616, -1.874208], [-1.715117, -1.335987, -2.053874], [-1.126497, -0.692255, -1.137375], [-0.897318, 0.724131, -1.260247], [0.038119, 1.092048, -2.416467], [-0.652238, 1.132709, -3.777895], [-1.180375, -0.223583, -4.240336], [-0.359602, -0.943436, -4.278451], [-2.288349, -0.770427, -3.333180], [-2.849016, -1.545927, -3.857961], [-2.980003, 0.037874, -3.079447], [-1.579202, -0.115255, -5.252005], [0.061327, 1.499712, -4.519791], [-1.480831, 1.845256, -3.739164], [0.856038, 0.369355, -2.435409], [0.465545, 2.075644, -2.211096], [-0.436207, 1.035238, -0.317612], [-1.845233, 1.269166, -1.367469], [-2.297414, -3.243413, -2.589180], [0.015723, -1.571360, 0.940973], [0.187928, -0.087301, 2.591433], [2.083422, -0.110757, 1.851489], [2.317370, -1.901143, -0.528137], [3.539488, -1.814055, 0.735758], [3.996480, -1.568546, -0.955935]], "forces_ev_per_a": [[-0.109, -0.106, -0.053], [0.058, 0.112, -0.064], [-0.030, 0.149, -0.013], [0.213, -0.190, -0.364], [-0.038, -0.104, 0.122], [-0.008, 0.010, 0.068], [-0.036, -0.041, 0.187], [0.063, -0.055, -0.092], [0.013, 0.091, -0.054], [-0.088, 0.148, -0.027], [-0.011, 0.107, 0.012], [0.050, 0.016, -0.042], [-0.023, 0.105, 0.011], [-0.358, 0.278, 0.228], [0.170, -0.167, -0.052], [0.330, -0.098, -0.041], [-0.472, 0.332, 0.373], [-0.069, -0.034, -0.146], [0.053, -0.267, 0.065], [0.483, 0.174, -0.210], [-0.178, 0.041, 0.212], [0.581, 0.178, -0.389], [-0.356, -0.531, -0.174], [0.002, 0.057, 0.358], [0.314, -0.129, -0.338], [-0.166, -0.161, 0.008], [0.071, -0.083, -0.213], [0.054, 0.144, 0.091], [-0.014, 0.012, 0.034], [-0.068, -0.041, 0.032], [-0.126, -0.108, -0.013], [-0.232, 0.029, -0.549], [-0.249, 0.160, 0.253], [-0.328, 0.056, 0.153], [0.305, -0.965, 0.385], [-0.021, 1.018, 0.148], [0.015, -0.194, -0.271], [0.183, 0.181, -0.051], [-0.289, 0.145, 0.032], [0.227, -0.226, 0.061], [-0.120, 0.208, -0.028], [0.015, -0.041, -0.092], [0.159, -0.150, 0.051], [-0.077, 0.041, 0.025], [-0.059, -0.064, -0.010], [0.034, -0.075, 0.015], [-0.062, 0.056, -0.030], [-0.022, 0.061, -0.046], [0.100, 0.028, 0.029], [0.063, -0.022, 0.004], [-0.093, 0.157, -0.094], [0.017, 0.071, 0.065], [0.027, -0.248, 0.068], [0.136, 0.158, 0.023], [-0.229, 0.009, 0.259], [0.012, -0.057, 0.071], [0.055, -0.036, -0.002], [0.055, -0.075, 0.046], [0.075, -0.064, -0.029]], "molar_mass_g_mol": 457.55, "smiles": "Cc1ccc(C)c(C(=O)OCC(=O)Nc2cccc(S(=O)(=O)NC3=NCCCCC3)c2)c1", "spin_multiplicity": 1}

=====

Results for E_HOMO: -7.91 -8.78 (in eV, following the order of the records).
Results for Kohn-Sham gap: 7.58 9.02 (in eV, following the order of the records).
Results for energy relative to the best compared isomer or geometry (same formula, charge and spin): 642.2 190.9 (in kJ/mol, following the order of the records).